(1)
DFT (ωB97M-V with the def2-TZVPD basis set) results for 6 unconnected molecules or ions with the total composition C4H20O5.

Last column: natural (NBO) charge in e.
Geometry (Å):
C -0.14 1.36 2.08  -0.617
C 1.86 0.95 -1.41  -0.643
C 1.56 1.29 0.04  -0.419
C 0.55 0.56 0.90  -0.409
H 0.06 2.39 1.81  0.199
H 0.27 1.16 3.05  0.197
H -1.21 1.11 2.01  0.248
H 2.91 0.63 -1.54  0.223
H 1.77 1.81 -2.13  0.206
H 1.21 0.09 -1.63  0.230
H 1.05 2.30 0.05  0.191
H 2.43 1.46 0.69  0.204
H -0.30 0.31 0.20  0.208
H 0.89 -0.31 1.44  0.167
H -0.21 1.45 -2.32  0.479
H -1.62 1.65 -1.75  0.470
O -1.08 1.02 -2.25  -0.947
H 0.83 -2.71 0.90  0.458
H 0.59 -3.19 -0.35  0.430
O 0.25 -3.42 0.55  -0.882
H -3.02 -0.07 1.18  0.495
H -3.15 0.85 -0.03  0.456
O -3.23 0.86 0.93  -0.967
H 0.94 -2.41 -1.40  0.419
H 0.26 -2.27 -2.77  0.485
O 1.12 -2.33 -2.34  -0.898
H -1.05 -1.65 0.84  0.488
H -1.62 -1.50 2.11  0.472
O -1.92 -1.39 1.19  -0.943

Values from the calculation:
molar mass: 148.199 Da
LUMO energy: 0.17 eV
HOMO level: -10.72 eV
electronic energy: -540.518771 a.u.
Kohn-Sham gap: 10.899 eV
total charge: 0
structure (SMILES): CCCC.O.O.O.O.O
ΔE to the lowest compared entry with this formula, charge and spin: 58.0 kcal per mole
strongest force on any atom: 0.069 Eh/bohr



(2)
DFT (ωB97M-V with the def2-TZVPD basis set) results for a molecular structure, C37H43NO2PPr.

Last column: Mulliken charge in e.
Geometry (Å):
O -3.44 -1.49 -3.82  -0.357
C -4.31 -2.55 -3.35  -0.442
C -4.51 -3.13 -4.75  -0.690
H -5.19 -2.15 -2.85  0.294
H -3.81 -3.27 -2.68  0.186
C -3.29 -2.20 -5.07  1.419
H -5.46 -2.80 -5.19  0.321
H -4.34 -4.20 -4.87  0.306
C -3.40 -1.32 -6.28  -1.712
H -3.97 -0.39 -6.06  0.325
H -3.89 -1.90 -7.07  0.392
H -2.37 -1.09 -6.61  0.390
C -1.97 -2.97 -5.05  -1.670
H -1.88 -3.53 -4.11  0.328
H -1.12 -2.25 -5.13  0.380
H -1.94 -3.67 -5.89  0.457
Pr -0.92 0.14 0.19  0.964
C 0.76 -2.43 0.07  -0.906
C 0.65 -2.35 1.48  -0.069
C -0.73 -2.56 1.82  -1.251
H 1.47 -2.17 2.17  0.803
C -1.47 -2.71 0.60  -0.660
C -0.54 -2.63 -0.47  -0.751
H -0.77 -2.80 -1.52  0.695
H 1.69 -2.39 -0.49  0.695
H -1.11 -2.65 2.84  0.385
H -2.53 -2.93 0.51  0.561
C 1.46 1.11 -1.36  -0.475
C 1.14 -0.18 -1.85  -1.248
C -0.21 -0.15 -2.32  -0.290
H 1.86 -0.99 -1.99  0.617
C -0.67 1.19 -2.20  -0.482
C 0.34 1.96 -1.56  -1.121
H 0.29 3.02 -1.34  0.508
H 2.45 1.42 -1.00  0.790
H -0.77 -0.99 -2.76  0.632
H -1.58 1.61 -2.59  0.654
O -3.13 1.01 -0.43  -0.042
C -3.76 0.87 -1.80  0.336
C -5.20 1.34 -1.71  -0.477
H -3.62 -0.16 -2.13  -0.084
H -3.28 1.57 -2.50  0.030
C -5.37 2.02 -0.37  -0.727
H -5.86 0.49 -1.88  0.215
H -5.40 2.07 -2.49  0.377
C -4.07 1.81 0.42  -0.509
H -6.24 1.65 0.17  0.293
H -5.52 3.10 -0.52  0.250
H -4.28 1.23 1.34  0.345
H -3.56 2.76 0.64  0.367
N 0.83 0.70 1.46  0.303
P 2.19 0.88 2.27  1.045
C 3.05 2.43 1.81  -0.068
C 4.44 2.51 1.64  -0.143
C 5.04 3.69 1.17  -0.649
C 4.24 4.76 0.77  -0.454
C 2.84 4.67 0.88  -0.655
C 2.26 3.53 1.43  -0.423
C 1.90 1.00 4.07  -0.413
C 2.12 2.17 4.83  -0.454
C 1.91 2.16 6.21  -0.614
C 1.47 1.00 6.86  -0.507
C 1.15 -0.13 6.09  -0.688
C 1.33 -0.11 4.71  0.051
C 3.53 -0.41 2.18  0.042
C 4.22 -0.91 3.30  -0.553
C 5.19 -1.93 3.18  -0.673
C 5.48 -2.49 1.93  -0.562
C 4.81 -2.00 0.81  -0.442
C 3.89 -0.95 0.93  0.099
H 5.07 1.64 1.89  0.365
H 6.14 3.77 1.15  0.371
H 4.70 5.67 0.38  0.376
H 2.19 5.49 0.56  0.387
H 1.18 3.45 1.54  0.383
H 2.50 3.07 4.33  0.376
H 2.12 3.06 6.80  0.379
H 1.37 0.98 7.94  0.372
H 0.80 -1.04 6.58  0.403
H 1.05 -0.98 4.12  0.263
H 4.03 -0.48 4.28  0.376
H 5.74 -2.28 4.06  0.385
H 6.21 -3.30 1.82  0.351
H 4.99 -2.41 -0.19  0.399
H 3.44 -0.53 0.04  0.219

Values from the calculation:
molar mass: 705.638 Da
LUMO energy (spin up / spin down): 0.03 / 0.03 eV
HOMO level (spin up / spin down): -6.39 / -6.47 eV
electronic energy: -2499.206510 a.u.
Kohn-Sham gap (spin up / spin down): 6.422 / 6.506 eV
total charge: 0
ΔE to the lowest compared entry with this formula, charge and spin: 0.0 kcal per mole
spin multiplicity: 3
strongest force on any atom: 0.078 Eh/bohr



(3)
DFT (ωB97M-V with the def2-TZVPD basis set) results for a molecular structure, C24H23BrN6O5Os.

Last column: natural (NBO) charge in e.
Geometry (Å):
Os -0.11 0.65 0.43  1.436
N -0.24 2.68 1.15  -0.756
C -1.22 3.61 0.52  -0.212
C -2.60 2.96 0.38  -0.543
C -2.54 1.85 -0.64  0.806
O -2.94 1.91 -1.76  -0.519
O -1.91 0.71 -0.19  -0.662
H -0.50 2.54 2.13  0.414
H 0.66 3.15 1.20  0.402
H -0.83 3.89 -0.46  0.217
H -1.30 4.51 1.13  0.237
H -3.30 3.71 0.02  0.280
H -2.95 2.58 1.34  0.244
N -0.11 -1.42 -0.11  -0.763
C 1.16 -2.02 0.26  0.065
C 1.36 -3.37 0.37  -0.145
C 2.63 -3.87 0.73  -0.173
C 3.66 -3.01 0.97  -0.130
C 3.47 -1.61 0.89  -0.102
C 4.48 -0.67 1.17  -0.021
C 4.20 0.67 1.12  -0.262
C 2.91 1.08 0.80  0.127
N 1.93 0.23 0.51  -0.477
C 2.20 -1.12 0.54  0.245
H -0.88 -1.92 0.33  0.431
H -0.25 -1.53 -1.12  0.418
H 0.55 -4.05 0.16  0.246
H 2.77 -4.93 0.81  0.256
H 4.64 -3.39 1.25  0.250
H 5.47 -1.02 1.44  0.254
H 4.95 1.42 1.35  0.263
H 2.66 2.13 0.81  0.200
N -2.30 0.63 -4.97  -0.801
C -0.96 0.47 -5.02  0.638
O -0.35 -0.18 -5.84  -0.548
C -0.19 1.16 -3.91  -0.121
C 0.73 2.16 -4.20  -0.064
C 1.44 2.72 -3.15  -0.225
C 1.22 2.27 -1.87  0.053
N 0.35 1.29 -1.59  -0.481
C -0.35 0.75 -2.61  0.059
H -2.86 0.19 -5.68  0.429
H -2.75 1.19 -4.26  0.416
H 0.88 2.48 -5.22  0.265
H 2.16 3.51 -3.32  0.259
H 1.76 2.70 -1.04  0.199
H -1.08 0.00 -2.36  0.227
Br -5.18 -1.93 1.57  0.134
C -3.55 -2.32 2.41  -0.143
C -3.39 -3.49 3.14  0.067
N -2.26 -3.81 3.76  -0.367
C -1.23 -2.98 3.67  0.107
C -1.29 -1.79 2.95  -0.272
C -2.49 -1.44 2.32  -0.193
C -0.06 -0.97 2.89  0.779
O 1.00 -1.29 3.33  -0.513
O -0.16 0.28 2.27  -0.628
H -4.22 -4.20 3.24  0.232
H -0.32 -3.26 4.18  0.230
H -2.61 -0.52 1.78  0.238

Values from the calculation:
molar mass: 745.619 Da
LUMO energy (spin up / spin down): -8.31 / -8.31 eV
HOMO level (spin up / spin down): -14.42 / -14.42 eV
electronic energy: -4297.368818 a.u.
Kohn-Sham gap (spin up / spin down): 6.108 / 6.106 eV
total charge: +2
ΔE to the lowest compared entry with this formula, charge and spin: 0.0 kcal per mole
strongest force on any atom: 0.017 Eh/bohr



(4)
DFT (ωB97M-V with the def2-TZVPD basis set) results for 6 unconnected molecules or ions with the total composition C20H44N2O24PS7.

Last column: Mulliken charge in e.
Geometry (Å):
C 1.15 -6.53 -1.65  -0.923
C 2.08 -6.18 -0.44  -0.275
S 0.97 -5.60 0.94  -0.136
C 0.40 -3.97 0.32  -1.750
C 0.35 -2.86 1.45  -0.024
P 2.08 -2.17 1.62  0.660
N 2.38 -1.06 0.54  -0.494
O 3.22 -3.39 1.37  -0.459
O 2.34 -1.53 3.15  -0.567
N -0.06 -3.47 2.78  0.302
C -1.43 -4.08 2.70  -0.222
S -1.84 -4.89 4.32  -0.077
C -2.41 -2.90 2.34  -0.526
O -2.09 -2.38 1.05  -0.384
C -0.76 -1.82 0.98  -0.812
C -0.72 -0.39 1.61  -0.011
C -0.89 0.70 0.48  -0.596
C -2.22 0.48 -0.34  -1.084
O 0.15 0.69 -0.48  -0.468
H 0.36 -5.76 -1.76  0.237
H 0.61 -7.49 -1.52  0.284
H 1.70 -6.52 -2.62  0.329
H 2.68 -5.29 -0.74  0.189
H 2.73 -7.01 -0.10  0.471
H 0.99 -3.59 -0.55  0.863
H -0.64 -4.08 -0.07  0.613
H 2.63 -0.20 1.05  0.241
H 3.35 -3.87 2.20  0.316
H 1.52 -1.35 3.63  0.430
H -0.15 -2.67 3.48  0.140
H 0.65 -4.09 3.18  0.643
H -1.50 -4.88 1.94  0.365
H -1.05 -6.02 4.23  0.192
H -3.44 -3.31 2.28  0.516
H -2.45 -2.13 3.14  0.050
H -0.59 -1.66 -0.11  0.897
H 0.14 -0.19 2.27  0.307
H -1.63 -0.26 2.25  0.342
H -0.91 1.73 0.93  0.581
H -2.43 1.36 -0.98  0.433
H -3.04 0.19 0.34  0.252
H -2.02 -0.37 -1.04  0.170
H 0.93 1.15 -0.15  0.256
C -4.38 -1.19 -3.27  -0.166
C -5.83 -1.37 -3.69  -0.396
O -6.52 -0.28 -3.06  -0.317
S -5.53 1.00 -2.98  1.117
O -5.81 1.86 -4.08  -0.582
O -5.50 1.46 -1.63  -0.535
O -4.15 0.22 -3.29  -0.295
H -4.21 -1.55 -2.25  0.112
H -3.69 -1.70 -3.95  0.375
H -6.24 -2.32 -3.36  0.322
H -5.95 -1.27 -4.77  0.312
C 6.06 1.33 -1.25  -0.389
C 4.61 1.17 -1.64  -0.211
O 3.93 2.26 -1.00  -0.205
S 4.92 3.53 -0.93  1.038
O 4.63 4.40 -2.02  -0.505
O 4.97 3.98 0.43  -0.566
O 6.30 2.75 -1.26  -0.323
H 6.24 0.97 -0.23  0.288
H 6.74 0.83 -1.94  0.335
H 4.19 0.22 -1.32  0.272
H 4.48 1.27 -2.72  0.244
C 0.05 0.25 7.31  -0.313
C -1.32 0.84 7.01  -0.378
O -1.70 0.26 5.75  -0.285
S -1.10 -1.23 5.67  0.970
O -2.11 -2.16 6.03  -0.645
O -0.37 -1.35 4.43  -0.553
O -0.04 -1.12 6.88  -0.348
H 0.83 0.74 6.74  0.272
H 0.29 0.29 8.37  0.339
H -1.29 1.93 6.93  0.337
H -2.06 0.55 7.76  0.340
C -3.64 4.82 -0.41  -0.181
C -5.05 4.28 -0.25  -0.097
O -5.48 4.75 1.04  -0.324
S -4.79 6.19 1.33  1.072
O -5.73 7.21 1.00  -0.531
O -4.15 6.12 2.60  -0.533
O -3.67 6.13 0.17  -0.341
H -2.92 4.21 0.15  0.224
H -3.33 4.87 -1.45  0.318
H -5.09 3.20 -0.29  0.199
H -5.72 4.70 -1.00  0.261
C 6.10 4.50 -5.68  -0.291
C 4.71 5.00 -6.04  -0.266
O 4.36 4.27 -7.23  -0.319
S 5.04 2.80 -7.17  1.112
O 4.07 1.87 -6.68  -0.536
O 5.77 2.59 -8.37  -0.538
O 6.08 3.10 -5.97  -0.300
H 6.86 4.97 -6.30  0.285
H 6.33 4.67 -4.63  0.293
H 4.69 6.07 -6.23  0.328
H 3.99 4.75 -5.27  0.235

Values from the calculation:
molar mass: 952.005 Da
LUMO energy: -2.78 eV
HOMO level: -12.01 eV
electronic energy: -5832.056312 a.u.
Kohn-Sham gap: 9.222 eV
total charge: +1
ΔE to the lowest compared entry with this formula, charge and spin: 0.0 kcal per mole
strongest force on any atom: 0.084 Eh/bohr



(5)
DFT (ωB97M-V with the def2-TZVPD basis set) results for 2 unconnected molecules or ions with the total composition C3H3BrClNS.

Last column: natural (NBO) charge in e.
Geometry (Å):
C 2.88 0.56 -1.09  0.199
C -2.10 0.21 0.88  -0.221
C -2.40 -0.81 0.14  -0.338
N 4.00 0.64 -0.61  -0.668
S 1.38 0.21 -1.21  0.062
Cl -0.93 0.17 2.19  -0.015
Br -1.78 -2.54 0.47  0.089
H 4.76 1.12 -1.11  0.406
H -2.49 1.23 0.86  0.238
H -3.32 -0.80 -0.52  0.248

Values from the calculation:
molar mass: 200.488 Da
LUMO energy: 0.38 eV
HOMO level: -9.56 eV
electronic energy: -3603.210587 a.u.
Kohn-Sham gap: 9.948 eV
total charge: 0
structure (SMILES): Cl/C=C\Br.N=C=S
ΔE to the lowest compared entry with this formula, charge and spin: 3.1 kcal per mole
strongest force on any atom: 0.056 Eh/bohr